No. 1
DFT (ωB97M-V/def2-TZVPD) results for 2 unconnected molecules or ions with the total composition C10H24N2Si.

```
! RIJCOSX wB97M-V def2-TZVPD def2/J DEFGRID3
* xyz 0 1
N 2.53 0.02 1.94
Si 0.98 0.00 2.38
C -0.53 1.08 2.85
C -1.53 0.08 3.46
C -1.42 -1.24 2.69
C 0.05 -1.64 2.60
H 3.09 0.85 1.85
H -0.96 1.53 1.95
H -0.31 1.89 3.54
H -2.55 0.47 3.43
H -1.27 -0.10 4.51
H -2.02 -2.02 3.18
H -1.82 -1.11 1.68
H 0.37 -2.12 3.52
H 0.23 -2.35 1.79
C -2.02 -1.03 -1.53
C -0.95 -0.22 -2.26
C -0.44 -1.00 -3.48
N 0.08 0.13 -1.31
C 1.10 1.10 -1.73
C 2.49 0.47 -1.74
C 1.06 2.30 -0.78
H -2.86 -1.23 -2.19
H -1.61 -1.97 -1.19
H -2.38 -0.47 -0.67
H -1.39 0.72 -2.61
H 0.03 -1.93 -3.16
H 0.29 -0.42 -4.04
H -1.27 -1.25 -4.14
H 0.53 -0.70 -0.94
H 0.85 1.45 -2.74
H 3.23 1.20 -2.06
H 2.74 0.13 -0.74
H 2.52 -0.37 -2.42
H 1.76 3.06 -1.09
H 1.31 1.97 0.23
H 0.06 2.73 -0.76
*
```

ΔE to the lowest compared entry with this formula, charge and spin: 1.4 kcal per mole
HOMO-LUMO gap: 0.3421 Ha
electronic energy: -21617.0205 eV

***

No. 2
DFT (ωB97M-V/def2-TZVPD) results for a molecular structure, C46H64GeN5O4P3Pd.

```
! RIJCOSX wB97M-V def2-TZVPD def2/J DEFGRID3
* xyz 1 4
Pd -0.24 0.16 -0.50
C 2.40 3.31 3.87
C 2.14 1.81 4.00
C 1.61 1.48 5.40
P 1.02 1.04 2.72
C 0.12 2.42 1.88
N -1.37 2.34 1.89
Ge -2.17 1.43 0.40
N -3.22 -0.03 1.04
C -2.81 -1.40 0.74
P -1.01 -1.54 1.13
C -0.38 -3.19 0.54
C 0.60 -3.05 -0.63
C -1.48 -4.22 0.27
C -1.01 -1.74 2.98
C -1.50 -3.11 3.45
C -1.78 -0.66 3.74
C -4.26 0.25 1.90
C -5.05 -0.69 2.59
C -5.95 -0.28 3.55
C -6.11 1.07 3.86
C -5.40 2.01 3.14
C -4.53 1.60 2.15
N -3.91 2.57 1.21
C -3.34 3.73 1.89
C -4.00 4.93 2.12
C -3.40 5.91 2.88
C -2.15 5.66 3.43
C -1.47 4.49 3.15
C -2.03 3.50 2.32
C -4.89 2.83 0.17
C -6.10 3.45 0.40
C -7.00 3.65 -0.64
C -6.71 3.18 -1.93
C -5.57 2.48 -2.17
C -4.62 2.27 -1.12
N -3.53 1.52 -1.22
C -3.35 0.65 -2.36
P -1.62 0.05 -2.64
C -0.90 1.36 -3.74
C -1.42 2.75 -3.35
C -1.02 1.18 -5.26
C -2.00 -1.41 -3.71
C -3.16 -1.20 -4.70
C -2.29 -2.67 -2.91
C 2.22 0.57 1.38
C 2.90 -0.75 1.73
C 3.23 1.63 0.96
H 3.17 3.61 4.58
H 1.51 3.89 4.11
H 2.74 3.60 2.87
H 3.09 1.29 3.87
H 0.63 1.95 5.56
H 2.28 1.85 6.17
H 1.48 0.40 5.54
H 0.46 2.43 0.84
H 0.45 3.37 2.28
H -2.91 -1.64 -0.32
H -3.41 -2.13 1.29
H 0.21 -3.54 1.39
H 0.24 -2.38 -1.41
H 0.79 -4.02 -1.08
H 1.56 -2.65 -0.30
H -2.13 -3.93 -0.56
H -2.11 -4.41 1.13
H -1.02 -5.17 -0.01
H 0.05 -1.64 3.23
H -2.54 -3.29 3.17
H -1.46 -3.12 4.54
H -0.89 -3.94 3.09
H -2.84 -0.91 3.78
H -1.69 0.34 3.31
H -1.41 -0.62 4.76
H -4.93 -1.75 2.40
H -6.53 -1.02 4.08
H -6.79 1.38 4.65
H -5.51 3.07 3.35
H -4.97 5.12 1.70
H -3.91 6.85 3.07
H -1.68 6.40 4.07
H -0.49 4.33 3.58
H -6.37 3.76 1.40
H -7.93 4.16 -0.44
H -7.41 3.36 -2.74
H -5.37 2.10 -3.16
H -3.69 1.12 -3.28
H -3.98 -0.24 -2.21
H 0.15 1.29 -3.50
H -2.44 2.90 -3.71
H -0.79 3.51 -3.81
H -1.38 2.92 -2.27
H -2.01 1.44 -5.63
H -0.76 0.18 -5.61
H -0.32 1.88 -5.73
H -1.07 -1.57 -4.26
H -4.12 -1.32 -4.20
H -3.11 -1.97 -5.48
H -3.15 -0.23 -5.21
H -3.18 -2.56 -2.29
H -1.46 -2.95 -2.27
H -2.49 -3.50 -3.59
H 1.58 0.38 0.51
H 3.59 -0.62 2.57
H 3.49 -1.11 0.88
H 2.18 -1.53 2.00
H 3.93 1.83 1.77
H 2.74 2.57 0.69
H 3.81 1.29 0.09
O 1.64 0.61 -1.90
C 1.57 1.87 -1.80
O 0.66 2.44 -1.15
C 2.59 2.69 -2.53
C 3.64 2.07 -3.20
C 4.58 2.82 -3.88
C 4.48 4.21 -3.91
C 3.42 4.79 -3.25
C 2.47 4.07 -2.55
N 3.29 6.28 -3.29
O 2.35 6.77 -2.70
O 4.13 6.89 -3.90
H 3.71 0.99 -3.16
H 5.40 2.34 -4.39
H 5.19 4.82 -4.44
H 1.66 4.57 -2.04
*
```

ΔE to the lowest compared entry with this formula, charge and spin: 3.1 kcal per mole
HOMO-LUMO gap (alpha / beta): 0.2631 / 0.1845 Ha
electronic energy: -152235.9626 eV

***

No. 3
DFT (ωB97M-V/def2-TZVPD) results for a single C7H5NO3S2 molecule.

```
! RIJCOSX wB97M-V def2-TZVPD def2/J DEFGRID3
* xyz 0 1
C 0.29 -2.18 0.88
C -0.48 -1.41 1.74
C 0.65 -1.85 -0.44
C -0.94 -0.18 1.26
C 0.07 -0.59 -0.89
C -0.62 0.27 0.04
C 0.86 0.46 -2.92
N 0.31 -0.11 -2.05
O 0.87 1.55 1.13
O 0.95 3.30 -0.50
O -1.42 2.49 0.65
S 0.55 2.95 0.82
S -1.54 1.56 -0.55
H 0.32 -3.28 1.05
H -0.71 -1.69 2.76
H 1.24 -2.58 -0.96
H -1.42 0.54 1.92
H 1.00 0.75 -3.92
*
```

ΔE to the lowest compared entry with this formula, charge and spin: 6.2 kcal per mole
HOMO-LUMO gap (alpha / beta): 0.2234 / 0.2239 Ha
electronic energy: -36637.7495 eV

***

No. 4
DFT (ωB97M-V/def2-TZVPD) results for a molecular structure, C36H66O21S6.

```
! RIJCOSX wB97M-V def2-TZVPD def2/J DEFGRID3
* xyz 0 1
C -2.77 4.11 2.84
C -2.00 2.81 2.79
C -2.46 1.96 1.67
O -1.22 1.59 1.11
C -0.23 2.33 1.59
O 0.95 2.28 1.17
O -0.65 3.11 2.55
H -2.42 4.73 3.66
H -3.79 3.85 3.12
H -2.78 4.67 1.90
H -2.07 2.20 3.69
H -3.12 2.45 0.95
H -2.91 1.06 2.09
C -0.52 1.58 5.09
C -0.58 0.15 4.49
C -1.34 -0.17 3.21
O -0.28 -0.58 2.37
C 0.91 -0.72 3.04
O 1.97 -1.16 2.57
O 0.76 -0.28 4.23
H -1.53 1.75 5.45
H -0.30 2.26 4.27
H 0.23 1.54 5.89
H -0.98 -0.50 5.27
H -1.68 0.79 2.81
H -2.18 -0.86 3.28
C 1.68 0.55 1.18
C 0.32 0.26 0.54
C -0.06 1.19 -0.64
O -0.56 0.17 -1.55
C -0.07 -1.03 -1.28
O -0.18 -1.98 -2.00
O 0.47 -1.00 -0.04
H 2.36 0.67 0.33
H 2.12 -0.17 1.88
H 1.59 1.49 1.74
H -0.51 0.30 1.24
H 0.72 1.77 -1.12
H -0.75 1.97 -0.33
C -2.39 -0.37 -1.50
C -2.40 0.36 -0.16
C -3.67 1.28 -0.15
S -5.00 0.21 -0.91
O -5.93 1.12 -1.63
O -5.42 -0.74 0.12
C -3.81 -0.56 -2.10
H -2.00 -1.39 -1.46
H -1.80 0.26 -2.17
H -1.52 0.98 0.02
H -2.40 -0.32 0.69
H -3.61 2.16 -0.79
H -4.02 1.50 0.86
H -3.86 0.14 -2.93
H -4.12 -1.56 -2.38
C 2.48 -2.42 -3.67
C 2.23 -2.53 -5.16
C 1.39 -3.82 -5.34
S 0.03 -3.60 -4.16
O -0.27 -4.94 -3.68
O -0.96 -2.67 -4.68
C 1.17 -2.69 -2.94
H 2.76 -1.42 -3.35
H 3.28 -3.11 -3.41
H 3.17 -2.72 -5.67
H 1.80 -1.56 -5.42
H 1.92 -4.75 -5.10
H 0.89 -3.98 -6.30
H 1.43 -3.34 -2.10
H 0.70 -1.81 -2.50
C -1.12 3.01 -0.56
C -0.69 3.13 -2.05
C -2.07 3.12 -2.82
S -3.15 4.18 -1.83
O -4.36 3.49 -1.41
O -3.19 5.55 -2.36
C -2.09 4.19 -0.31
H -0.35 2.99 0.21
H -1.70 2.09 -0.55
H -0.04 2.29 -2.30
H -0.11 4.03 -2.24
H -2.54 2.15 -2.67
H -2.25 3.50 -3.83
H -2.70 4.21 0.60
H -1.58 5.16 -0.32
C 4.27 2.12 1.84
C 4.95 1.23 0.85
C 4.01 0.93 -0.36
S 3.18 2.63 -0.61
O 1.83 2.28 -1.06
O 4.18 3.40 -1.38
C 3.28 3.08 1.14
H 5.01 2.70 2.40
H 3.68 1.52 2.54
H 5.24 0.27 1.28
H 5.85 1.72 0.50
H 3.27 0.27 0.11
H 4.36 0.52 -1.31
H 2.32 2.81 1.58
H 3.46 4.16 1.14
C -1.62 -2.14 0.21
C -0.64 -2.10 1.43
C -0.16 -3.52 1.67
S -1.72 -4.48 1.58
O -2.31 -4.50 2.92
O -1.66 -5.74 0.83
C -2.73 -3.20 0.61
H -1.05 -2.35 -0.69
H -2.14 -1.21 -0.02
H -1.10 -1.72 2.34
H 0.12 -1.37 1.14
H 0.26 -3.69 2.66
H 0.47 -3.98 0.91
H -3.52 -2.84 1.28
H -3.32 -3.70 -0.16
C 2.46 -3.74 0.07
C 3.55 -3.61 -0.92
C 4.22 -2.21 -0.84
S 2.78 -1.03 -0.30
O 2.38 -0.16 -1.40
O 3.19 -0.45 1.00
C 1.60 -2.41 0.06
H 2.89 -4.02 1.02
H 1.89 -4.65 -0.14
H 3.16 -3.78 -1.92
H 4.26 -4.42 -0.76
H 4.62 -1.83 -1.78
H 5.01 -2.22 -0.10
H 1.03 -2.41 -0.87
H 0.89 -2.06 0.82
*
```

ΔE to the lowest compared entry with this formula, charge and spin: 1715.0 kcal per mole
HOMO-LUMO gap: 0.2291 Ha
electronic energy: -146334.7871 eV